No. 1
ORCA calculation (ωB97M-V with the def2-TZVPD basis set) on C36H36FI2N3O4SScSi as an isolated structure.

The geometry in ORCA input format:
```
! wB97M-V def2-TZVPD RIJCOSX def2/J DEFGRID3
* xyz -1 1
Sc 0.0894 -0.2746 0.2494
I -0.8627 -8.2897 0.6004
C -0.4090 -6.2284 0.5410
C 0.5897 -5.7211 1.3540
C 0.8660 -4.3734 1.2657
I 2.3506 -3.4926 2.4723
C 0.2058 -3.4775 0.3824
O 0.5138 -2.2341 0.3329
C -0.8321 -4.0526 -0.4010
C -1.5847 -3.1609 -1.3531
N -2.1022 -1.9691 -0.6923
C -3.1507 -2.2170 0.2789
C -2.6506 -2.2897 1.7078
C -3.4113 -2.8961 2.7030
C -2.9717 -2.8403 4.0136
C -1.7695 -2.2045 4.2906
C -1.0671 -1.6489 3.2341
N -1.5069 -1.6773 1.9770
C -1.1179 -5.4025 -0.3167
H 1.1325 -6.3576 2.0380
H -0.8967 -2.8164 -2.1283
H -2.3847 -3.7441 -1.8370
H -2.4077 -1.2959 -1.3807
H -3.8540 -1.3785 0.2533
H -3.7168 -3.1316 0.0503
H -4.3373 -3.3997 2.4533
H -3.5564 -3.2849 4.8096
H -1.3862 -2.1396 5.2999
H -0.1174 -1.1530 3.3919
H -1.9060 -5.8160 -0.9348
C 1.4793 -0.6717 -5.6601
Si 1.3850 1.1751 -5.3147
C 0.0899 1.9306 -6.4776
C 3.0699 1.8932 -5.8196
C 1.0664 1.8235 -3.5676
C 1.1159 3.1961 -3.3816
C 0.9663 3.7656 -2.1204
C 0.7943 2.9132 -1.0526
N 0.7239 1.5918 -1.1802
C 0.8075 1.0307 -2.4126
S 0.5024 -0.6537 -2.4469
H 1.7340 -0.8495 -6.7095
H 0.5367 -1.1674 -5.4346
H 2.2398 -1.1395 -5.0341
H 0.3358 1.7057 -7.5188
H 0.0402 3.0172 -6.3744
H -0.9068 1.5322 -6.2758
H 3.2935 1.6415 -6.8602
H 3.8697 1.4831 -5.1990
H 3.1026 2.9814 -5.7265
H 1.2760 3.8456 -4.2385
H 0.9913 4.8370 -1.9783
H 0.7011 3.2950 -0.0406
C 0.3832 4.1279 5.6184
O 1.7422 3.8827 5.3223
C 2.0048 3.0088 4.3188
C 3.3698 2.8354 4.0151
C 3.7269 1.9801 3.0112
C 2.7770 1.2622 2.2586
C 3.1325 0.3781 1.1702
C 4.5651 -0.0221 0.9061
O 2.2897 -0.1149 0.4200
C 1.3879 1.4146 2.5867
O 0.4593 0.7529 2.0084
C 1.0433 2.3192 3.6277
H 0.3777 4.8918 6.3920
H -0.1153 3.2284 5.9906
H -0.1580 4.4925 4.7413
H 4.1012 3.3908 4.5869
H 4.7808 1.8738 2.7950
H 5.3050 0.6076 1.3894
H 4.7268 -0.0278 -0.1704
H 4.6815 -1.0473 1.2646
H -0.0139 2.4276 3.8331
F -5.5836 2.8492 -0.1319
C -4.3933 2.1865 -0.0562
C -3.6737 1.9564 -1.2081
C -2.4590 1.2824 -1.1055
C -1.9193 0.8091 0.1052
C -2.7129 1.0979 1.2299
C -3.9320 1.7686 1.1728
H -4.0520 2.3047 -2.1623
H -1.9154 1.1179 -2.0340
H -2.3669 0.7889 2.2130
H -4.5226 1.9668 2.0602
*
```

## Properties
HOMO level in eV: -4.9
Lowest unoccupied orbital energy in eV: 2.15

No. 2
ORCA calculation (ωB97M-V with the def2-TZVPD basis set) on C24H24BrN2O2ReS3Se2 as an isolated structure in a non-equilibrium geometry.

The geometry in ORCA input format:
```
! wB97M-V def2-TZVPD RIJCOSX def2/J DEFGRID3
* xyz 1 2
Re -0.3842 -0.1654 0.0034
C 1.4392 -0.1087 3.1187
Se 1.5665 0.8600 1.4317
C 1.7206 2.6999 2.1424
C 0.5687 3.2179 2.9660
Se -1.1250 3.2302 1.9560
C -2.2107 3.8208 3.4703
H 2.2679 0.1895 3.7587
H 1.5257 -1.1674 2.8784
H 0.4808 0.0904 3.5952
H 1.8854 3.3255 1.2599
H 2.6388 2.6970 2.7416
H 0.7698 4.2541 3.2555
H 0.4199 2.6172 3.8660
H -2.1631 3.0764 4.2617
H -3.2334 3.9365 3.1254
H -1.8279 4.7736 3.8246
S -2.2315 1.2645 -0.4965
C -2.5019 0.8021 -2.1684
C -3.0863 1.6983 -3.0582
C -3.3423 1.3126 -4.3632
C -3.0371 0.0229 -4.7887
C -2.4480 -0.8713 -3.9179
C -2.1632 -0.4868 -2.6098
S -1.3944 -1.6346 -1.5557
H -3.3166 2.6963 -2.7170
H -3.7761 2.0185 -5.0564
H -3.2528 -0.2843 -5.8004
H -2.1788 -1.8672 -4.2336
Br 1.1583 -0.7240 -4.4251
C 2.7507 0.0216 -3.7002
C 3.7886 0.4206 -4.5244
C 4.9324 0.9526 -3.9499
C 5.0665 1.0214 -2.5720
C 4.0340 0.5998 -1.7542
C 2.8604 0.1252 -2.3206
C 1.6917 -0.1129 -1.4441
O 1.6721 -1.0138 -0.5698
O 0.7265 0.6911 -1.5243
H 3.6966 0.3339 -5.5968
H 5.7276 1.3094 -4.5854
H 5.9657 1.4205 -2.1302
H 4.1151 0.6511 -0.6775
N -2.5740 0.2126 2.7703
C -2.1266 -1.0297 2.5266
N -1.2313 -1.3456 1.6069
C -0.9156 -2.7055 1.6539
C -0.0104 -3.3816 0.8392
C 0.1497 -4.7431 1.0055
C -0.5558 -5.4421 1.9777
C -1.4362 -4.7858 2.8158
C -1.6071 -3.4249 2.6382
S -2.6626 -2.3505 3.5266
H -2.4383 0.9204 2.0521
H -3.3959 0.3051 3.3475
H 0.5604 -2.8545 0.0903
H 0.8356 -5.2730 0.3659
H -0.4132 -6.5041 2.0838
H -1.9749 -5.3139 3.5845
*
```

## Properties
HOMO level (spin up / spin down) in eV: -10.6 / -10.6
Lowest unoccupied orbital energy (spin up / spin down) in eV: -4.98 / -3.78

No. 3
ORCA calculation (ωB97M-V with the def2-TZVPD basis set) on C4H11IO2Sb as an isolated structure in a non-equilibrium geometry.

The geometry in ORCA input format:
```
! wB97M-V def2-TZVPD RIJCOSX def2/J DEFGRID3
* xyz -1 1
O -2.4776 0.9955 -0.9577
C -1.7177 2.0906 -1.0485
I -2.7703 4.0075 -1.3028
C -0.0809 1.9320 -1.0029
Sb 0.4104 0.7725 0.8632
C 0.0276 -1.0671 -0.3115
C 0.3513 -2.4644 0.5485
O 1.1757 -3.4150 -0.2467
H 0.2722 1.2193 -1.8928
H 0.5068 2.9493 -1.0414
H 2.0918 0.6608 0.3884
H 0.7348 2.2555 1.7257
H -1.2669 0.8889 1.4234
H 0.7637 -0.1579 2.3081
H -1.0854 -1.1949 -0.6853
H 0.7105 -0.9891 -1.2845
H 0.9173 -2.2312 1.5671
H -0.6822 -2.9696 0.8524
H 2.1187 -3.2825 0.0972
*
```

## Properties
HOMO level in eV: -4.0
Lowest unoccupied orbital energy in eV: 2.57

No. 4
ORCA calculation (ωB97M-V with the def2-TZVPD basis set) on one molecule with the formula C5H8ClOP in a non-equilibrium geometry.

The geometry in ORCA input format:
```
! wB97M-V def2-TZVPD RIJCOSX def2/J DEFGRID3
* xyz 0 1
C -0.9542 0.4103 0.2759
C -2.2313 0.2093 0.1843
C 0.0136 0.0806 -0.7230
C 1.1764 -0.8296 -0.2687
C -3.4851 -0.1606 0.2131
O 2.2263 1.4299 0.2429
P 2.7875 0.0788 -0.4501
Cl 3.9947 -0.8195 0.8827
H -0.6153 0.4652 1.3349
H -0.4638 -0.5575 -1.5339
H 0.4385 1.0525 -1.2155
H 1.0571 -1.1759 0.6936
H 1.1684 -1.6528 -0.9232
H -3.6521 -1.1087 0.6692
H 2.9375 2.0429 0.5511
H -4.3981 0.5352 0.0669
*
```

## Properties
HOMO level in eV: -8.8
SMILES: C=C=CCCP(O)Cl
Lowest unoccupied orbital energy in eV: 0.68

Going through the records in order, we get calculated total energy values of -108916.90700 -267719.91270 -23053.65307 -29171.99459 eV.